The following is a DFT calculation (ωB97M-V/def2-TZVPD) of 11 unconnected molecules or ions with the total composition C49H110F3N5O7.

SMILES: CCOC(=O)C(F)(F)F.CCN(CC)CC.CCN(CC)CC.CCN(CC)CC.CCN(CC)CC.CCN(CC)CC.CC(C)=O.CC(C)=O.CC(C)=O.CC(C)=O.CC(C)=O
Charge: 0

CARTESIAN COORDINATES (ANGSTROEM)
1 C -4.5446 -7.7907 1.2826
2 C -3.5506 -7.9670 2.4663
3 O -3.5526 -6.6920 3.1725
4 C -2.6942 -6.4231 4.1417
5 O -1.6817 -7.1083 4.4274
6 C -2.9835 -5.1284 4.8536
7 F -1.9506 -4.3307 4.7847
8 F -4.0778 -4.5271 4.3389
9 F -3.1746 -5.3780 6.1560
10 H -5.5494 -7.5038 1.5927
11 H -4.6117 -8.7433 0.7571
12 H -4.2268 -7.0725 0.5267
13 H -2.5569 -8.1897 2.0776
14 H -3.8933 -8.8512 3.0036
15 C -9.6132 4.9434 3.0652
16 C -10.0790 4.8048 4.5571
17 N -8.9709 4.9808 5.4371
18 C -9.6107 5.3497 6.7555
19 C -9.7506 6.9108 6.8210
20 C -8.2329 3.6573 5.4878
21 C -6.8831 3.9056 6.1757
22 H -10.4627 5.0376 2.3889
23 H -8.8674 4.1908 2.8090
24 H -9.1917 5.9320 2.8834
25 H -10.8407 5.5667 4.7223
26 H -10.6103 3.8631 4.6949
27 H -10.5429 4.8630 7.0425
28 H -8.9829 5.0466 7.5934
29 H -9.8261 7.3135 7.8310
30 H -8.8025 7.3295 6.4832
31 H -10.5063 7.3205 6.1509
32 H -8.0999 3.1864 4.5138
33 H -8.7710 2.8588 5.9986
34 H -6.3726 2.9659 6.3867
35 H -6.8876 4.3563 7.1681
36 H -6.2488 4.4895 5.5088
37 C 1.8147 -3.1259 -11.9132
38 C 2.5936 -4.1422 -11.0186
39 N 3.9955 -3.7933 -10.8041
40 C 4.2586 -2.3816 -10.4231
41 C 3.6191 -2.0450 -9.0632
42 C 4.7587 -4.7029 -9.9137
43 C 4.8677 -6.1529 -10.4696
44 H 0.8096 -3.4925 -12.1217
45 H 2.3257 -2.8393 -12.8324
46 H 1.7459 -2.1821 -11.3723
47 H 2.0982 -4.2082 -10.0499
48 H 2.5788 -5.1717 -11.3766
49 H 5.3359 -2.2455 -10.3282
50 H 3.8336 -1.7436 -11.1979
51 H 2.5565 -2.2874 -9.0468
52 H 4.1177 -2.6230 -8.2851
53 H 3.7202 -1.0185 -8.7108
54 H 4.3718 -4.6647 -8.8954
55 H 5.7807 -4.3427 -9.7958
56 H 5.4830 -6.7888 -9.8331
57 H 5.3537 -6.2721 -11.4379
58 H 3.9033 -6.6607 -10.4837
59 C -4.8281 0.3939 -6.5818
60 C -6.1146 -0.4570 -6.7113
61 N -5.8473 -1.8556 -6.3387
62 C -6.9919 -2.4517 -5.7364
63 C -7.0213 -2.1890 -4.2126
64 C -5.3784 -2.6644 -7.4674
65 C -4.5623 -3.8625 -7.0359
66 H -3.9574 -0.0019 -7.1046
67 H -4.7082 0.4627 -5.5006
68 H -5.0222 1.4135 -6.9148
69 H -6.8162 -0.0240 -5.9983
70 H -6.6562 -0.2091 -7.6241
71 H -7.8759 -2.0669 -6.2448
72 H -7.0641 -3.5137 -5.9711
73 H -7.8568 -2.7072 -3.7419
74 H -6.1136 -2.5829 -3.7554
75 H -7.1644 -1.1278 -4.0092
76 H -4.7292 -2.0763 -8.1161
77 H -6.1994 -2.9315 -8.1328
78 H -3.6399 -3.4715 -6.6065
79 H -4.2425 -4.4245 -7.9133
80 H -5.0821 -4.5109 -6.3306
81 C 6.6388 -5.0140 6.2878
82 C 5.8004 -4.2734 7.3434
83 N 6.3269 -2.9508 7.5765
84 C 6.2197 -2.0066 6.4757
85 C 7.0277 -0.7278 6.6992
86 C 5.9005 -2.4580 8.9040
87 C 4.4193 -2.2146 9.0513
88 H 6.0037 -5.1606 5.4141
89 H 6.7954 -6.0172 6.6842
90 H 7.6422 -4.6467 6.0723
91 H 4.7389 -4.3637 7.1126
92 H 5.9043 -4.8634 8.2540
93 H 5.1745 -1.7710 6.2749
94 H 6.7015 -2.5070 5.6358
95 H 6.5714 -0.0836 7.4508
96 H 7.0552 -0.1904 5.7513
97 H 8.0751 -0.9298 6.9235
98 H 6.2762 -3.1920 9.6169
99 H 6.4979 -1.5898 9.1825
100 H 3.7277 -3.0551 9.1088
101 H 4.1008 -1.6393 9.9205
102 H 4.1423 -1.7211 8.1197
103 C 2.4725 6.2587 5.7412
104 C 2.4816 7.6533 6.3805
105 N 2.4863 8.5833 5.2515
106 C 3.6832 8.5729 4.3473
107 C 3.5611 9.6399 3.2822
108 C 1.9671 9.8912 5.7381
109 C 2.9455 10.7027 6.5851
110 H 2.4014 5.5122 6.5323
111 H 3.3836 6.0230 5.1913
112 H 1.5804 6.2340 5.1154
113 H 1.6238 7.7283 7.0489
114 H 3.4175 7.7615 6.9286
115 H 4.5958 8.8069 4.8954
116 H 3.8332 7.6095 3.8600
117 H 4.4603 9.7999 2.6874
118 H 2.7982 9.2431 2.6124
119 H 3.3146 10.6310 3.6631
120 H 1.1005 9.7877 6.3911
121 H 1.6037 10.5346 4.9369
122 H 3.3467 10.1273 7.4194
123 H 2.4314 11.5579 7.0236
124 H 3.7923 11.0550 5.9961
125 C 7.1012 -3.7137 -1.3071
126 C 8.5009 -4.1116 -1.6629
127 C 9.6187 -3.3172 -1.0934
128 O 8.6694 -5.0907 -2.3473
129 H 6.8408 -3.7257 -0.2488
130 H 6.4273 -4.3742 -1.8528
131 H 6.8391 -2.7262 -1.6870
132 H 10.5815 -3.4878 -1.5751
133 H 9.7417 -3.5688 -0.0400
134 H 9.3314 -2.2682 -1.1651
135 C 6.0219 5.4247 -1.8393
136 C 5.3072 4.1822 -1.3421
137 C 3.8164 4.0769 -1.6235
138 O 5.9276 3.3004 -0.8862
139 H 6.1835 5.3926 -2.9168
140 H 6.9856 5.4662 -1.3318
141 H 5.4627 6.3586 -1.7812
142 H 3.2899 4.6816 -0.8851
143 H 3.4993 3.0621 -1.3832
144 H 3.4790 4.2467 -2.6459
145 C -3.8355 8.2893 1.0581
146 C -4.8835 9.4145 0.9893
147 C -5.5555 9.8545 2.2424
148 O -5.1196 10.0581 -0.0525
149 H -4.1259 7.4335 1.6675
150 H -2.8739 8.6275 1.4443
151 H -3.7000 7.8855 0.0548
152 H -4.8824 9.7473 3.0930
153 H -6.4560 9.2559 2.3794
154 H -5.7999 10.9164 2.2174
155 C 2.9850 -11.7103 -6.7873
156 C 2.1732 -10.8727 -5.7532
157 C 2.7105 -9.6085 -5.1502
158 O 1.0039 -11.1296 -5.5476
159 H 4.0601 -11.5678 -6.6777
160 H 2.6891 -11.3807 -7.7832
161 H 2.6983 -12.7551 -6.6682
162 H 2.3235 -8.6693 -5.5454
163 H 3.7999 -9.6248 -5.1183
164 H 2.5492 -9.5706 -4.0728
165 C -1.9527 -0.6611 0.1665
166 C -0.8487 -1.6487 -0.0776
167 C -0.9402 -2.5694 -1.2382
168 O 0.1143 -1.7582 0.6514
169 H -1.7046 0.0179 0.9823
170 H -2.8858 -1.1474 0.4511
171 H -2.1923 -0.0278 -0.6876
172 H -0.8980 -3.6329 -1.0030
173 H -0.1118 -2.3960 -1.9251
174 H -1.8343 -2.3390 -1.8175

---

The following is a DFT calculation (ωB97M-V/def2-TZVPD) of 12 unconnected molecules or ions with the total composition C49H111F30N9O3P6.

Charge: +2

CARTESIAN COORDINATES (ANGSTROEM)
1 C 1.7466 -1.0432 6.9311
2 N 1.4344 0.4892 6.7264
3 C 1.1792 0.7515 5.2571
4 C 0.0968 0.8307 7.4617
5 C 2.5981 1.3009 7.3970
6 C 2.7666 2.6989 6.7837
7 O 3.4213 2.7187 5.5882
8 H 1.9445 -1.3006 7.9717
9 H 2.6358 -1.3152 6.3623
10 H 1.0338 -1.7298 6.4744
11 H 0.3228 0.2122 4.8524
12 H 2.1405 0.5586 4.7807
13 H 0.9975 1.8118 5.0812
14 H -0.1533 1.8752 7.2754
15 H 0.0913 0.5654 8.5189
16 H -0.6790 0.2261 6.9919
17 H 3.5856 0.8578 7.2683
18 H 2.2891 1.2432 8.4407
19 H 3.2913 3.3107 7.5175
20 H 1.8648 3.3042 6.6917
21 H 3.4248 3.6516 5.3620
22 C -4.5121 -0.8483 4.4245
23 N -3.8389 -2.1714 4.7240
24 C -2.3121 -2.0099 4.5306
25 C -4.1684 -2.7670 6.1250
26 C -4.3304 -3.3097 3.8124
27 C -4.1300 -3.0890 2.2757
28 O -2.8318 -3.2819 1.8529
29 H -4.1310 -0.1012 5.1207
30 H -5.5668 -1.1036 4.5277
31 H -4.2860 -0.5209 3.4097
32 H -2.1396 -1.6466 3.5174
33 H -1.8015 -2.9186 4.8493
34 H -2.0329 -1.2697 5.2805
35 H -3.6865 -2.1396 6.8749
36 H -3.7624 -3.7754 6.2051
37 H -5.2465 -2.7527 6.2849
38 H -5.3970 -3.4841 3.9543
39 H -3.7819 -4.2041 4.1078
40 H -4.4969 -2.1282 1.9146
41 H -4.8157 -3.7593 1.7576
42 H -2.7554 -3.6825 0.9839
43 C -1.1055 1.9254 0.1286
44 N -0.5262 0.4537 0.3958
45 C 1.0226 0.5203 0.5014
46 C -1.1613 -0.2409 1.6549
47 C -0.8370 -0.5321 -0.7960
48 C -2.3033 -0.9642 -0.9478
49 O -3.2528 0.0382 -1.0472
50 H -2.1922 1.8802 0.0564
51 H -0.6553 2.3289 -0.7784
52 H -0.8373 2.4873 1.0233
53 H 1.2516 1.2902 1.2381
54 H 1.3508 0.8044 -0.4984
55 H 1.4401 -0.4809 0.6080
56 H -2.1862 -0.0163 1.3596
57 H -0.8834 0.2654 2.5793
58 H -1.0163 -1.3210 1.6336
59 H -0.1307 -1.3468 -0.6362
60 H -0.6259 0.0702 -1.6796
61 H -2.6606 -1.6343 -0.1659
62 H -2.4430 -1.5712 -1.8423
63 H -4.1733 -0.2164 -0.9502
64 C -3.2280 1.7192 -3.8606
65 C -4.0431 2.6231 -4.8066
66 N -3.2989 3.0534 -5.9455
67 C -3.0689 2.3367 -7.0953
68 C -2.2695 3.1099 -7.9230
69 N -2.0655 4.3379 -7.2223
70 C -2.6176 4.2901 -5.9917
71 C -1.4085 5.4603 -7.7720
72 H -2.4449 2.2223 -3.2933
73 H -2.7574 0.8781 -4.3697
74 H -3.8978 1.2198 -3.1605
75 H -4.1464 3.4938 -4.1591
76 H -5.0456 2.2745 -5.0547
77 H -3.4004 1.3245 -7.2736
78 H -1.8772 2.9680 -8.9192
79 H -2.6820 4.9669 -5.1526
80 H -1.6993 6.4103 -7.3237
81 H -1.5822 5.4587 -8.8481
82 H -0.3275 5.4326 -7.6350
83 C -1.7362 -2.8373 -10.1883
84 C -1.9860 -1.5075 -9.4636
85 N -1.2479 -1.6029 -8.2512
86 C 0.0544 -1.1928 -7.9521
87 C 0.3520 -1.7151 -6.6522
88 N -0.7373 -2.3339 -6.1568
89 C -1.7096 -2.3046 -7.1595
90 C -0.8145 -2.9089 -4.8258
91 H -2.1828 -2.8148 -11.1823
92 H -2.2415 -3.7162 -9.7879
93 H -0.7103 -3.1601 -10.3652
94 H -3.0759 -1.4948 -9.4607
95 H -1.6876 -0.6535 -10.0716
96 H 0.6860 -0.6590 -8.6468
97 H 1.2806 -1.5409 -6.1289
98 H -2.6248 -2.8775 -7.1838
99 H -0.7926 -2.0770 -4.1219
100 H -0.0848 -3.6708 -4.5518
101 H -1.8027 -3.3688 -4.8103
102 C -8.5141 -4.1928 2.9369
103 C -9.0366 -4.7180 1.5243
104 N -7.9395 -4.9113 0.5521
105 C -7.1559 -6.0267 0.4682
106 C -6.1113 -5.7082 -0.4130
107 N -6.3158 -4.4482 -0.8895
108 C -7.4844 -3.9561 -0.3154
109 C -5.4828 -3.7831 -1.8457
110 H -7.8152 -3.3720 2.7756
111 H -8.0584 -4.9608 3.5619
112 H -9.2776 -3.7980 3.6073
113 H -9.8297 -4.0718 1.1483
114 H -9.4038 -5.7351 1.6615
115 H -7.4100 -6.8134 1.1632
116 H -5.2893 -6.3476 -0.6994
117 H -7.9769 -2.9998 -0.4123
118 H -5.9722 -2.9085 -2.2742
119 H -5.1991 -4.4411 -2.6671
120 H -4.6134 -3.3147 -1.3843
121 C 9.2556 4.4867 1.4743
122 C 8.1217 5.3939 1.0392
123 C 6.8233 4.5492 0.8021
124 C 7.0125 3.5218 -0.2467
125 P 5.9923 2.0473 -0.1055
126 C 4.2514 2.6428 -0.2763
127 C 3.9736 3.3850 -1.6762
128 C 2.6752 4.2674 -1.5878
129 C 2.6661 5.2287 -0.4562
130 C 6.3080 0.7551 -1.3380
131 C 6.6282 1.2640 -2.8463
132 C 7.9611 1.9558 -3.1019
133 C 7.9653 2.5346 -4.5124
134 C 6.1933 1.3185 1.5640
135 C 5.2630 0.0873 1.8922
136 C 5.6257 -0.5102 3.2760
137 C 5.2826 0.3883 4.4873
138 H 8.9117 3.5296 1.8666
139 H 9.8257 4.8702 2.3205
140 H 9.9091 4.4045 0.6058
141 H 8.3369 5.8651 0.0801
142 H 7.9400 6.1573 1.7956
143 H 6.0474 5.2049 0.4070
144 H 6.5093 4.1625 1.7716
145 H 8.0242 3.1210 -0.3100
146 H 6.7613 3.9893 -1.1987
147 H 3.9825 3.1827 0.6316
148 H 3.5936 1.7891 -0.4390
149 H 3.9200 2.7216 -2.5394
150 H 4.7832 4.0235 -2.0298
151 H 1.8069 3.6274 -1.4314
152 H 2.4874 4.7653 -2.5390
153 H 3.6514 5.6828 -0.3515
154 H 2.4218 4.8413 0.5329
155 H 1.9856 6.0653 -0.6151
156 H 5.4659 0.0763 -1.2028
157 H 7.2366 0.2756 -1.0284
158 H 5.8135 1.8850 -3.2185
159 H 6.5748 0.3642 -3.4592
160 H 8.8274 1.3191 -2.9221
161 H 8.1609 2.8367 -2.4918
162 H 7.9306 1.7753 -5.2937
163 H 8.9262 3.0328 -4.6410
164 H 7.1513 3.2421 -4.6702
165 H 5.9874 2.1062 2.2887
166 H 7.2608 1.1368 1.6881
167 H 5.4813 -0.7027 1.1737
168 H 4.1930 0.2869 1.8343
169 H 6.7047 -0.6366 3.1869
170 H 5.1079 -1.4625 3.3903
171 H 5.8726 1.3043 4.5162
172 H 5.4952 -0.2048 5.3767
173 H 4.2644 0.7537 4.3534
174 P -6.5477 -0.1204 0.3965
175 F -6.3063 0.6477 -1.0430
176 F -7.8924 -0.8324 -0.1893
177 F -5.5659 -1.2590 -0.1708
178 F -6.6547 -0.8230 1.8931
179 F -5.2170 0.5730 1.0444
180 F -7.4398 1.1700 0.8816
181 P 1.9988 -2.8501 3.0806
182 F 1.7965 -1.2855 3.4404
183 F 3.0460 -2.9629 4.3017
184 F 0.7897 -3.2619 4.0427
185 F 2.2941 -4.3883 2.6287
186 F 0.8909 -2.6410 1.8596
187 F 3.2643 -2.5398 2.0583
188 P 2.9394 -1.2166 -2.4904
189 F 4.0064 -2.4505 -2.5297
190 F 3.3571 -0.7556 -0.9229
191 F 4.1152 -0.1763 -3.0470
192 F 1.9230 0.0684 -2.5184
193 F 2.4968 -1.6680 -3.9925
194 F 1.7286 -2.1924 -1.9995
195 P -2.5218 2.8928 4.3588
196 F -1.8946 3.7169 5.6616
197 F -1.8534 1.4253 4.7310
198 F -3.8714 2.6893 5.1622
199 F -3.1630 2.1375 3.0427
200 F -3.0443 4.3568 3.6977
201 F -1.1137 3.1284 3.6066
202 P -1.8556 -5.4686 -0.9413
203 F -0.8209 -5.1221 -2.1263
204 F -2.2443 -3.8911 -0.7391
205 F -3.0260 -5.7502 -2.0159
206 F -2.9499 -5.8883 0.2352
207 F -1.6235 -7.0291 -1.1552
208 F -0.6675 -5.3714 0.0967

---

| no. | LUMO (eV) | orbital gap (hartree) |
| --- | --- | --- |
| 1 | 0.3 | 0.30912 |
| 2 | -4.7 | 0.30871 |